Formula: C48H84AsF6N12
Source: the Open Molecules 2025 dataset
Level of theory: ωB97M-V with the def2-TZVPD basis set

Summary:
strongest force on any atom: 1.68 eV/Å
ΔE to the lowest compared entry with this formula, charge and spin: 0.000 eV
molecular weight: 1018.194 g mol⁻¹
HOMO: -9.136 eV
electronic energy: -146170.51519 eV
total charge: -1
multiplicity: 1
orbital gap: 0.40693 hartree
E_LUMO: 0.071 Eh

Positions of all 151 atoms, in Å:
1 As 0.49 0.18 -0.09
2 F -0.07 0.28 -1.73
3 F -0.34 -1.33 0.12
4 F 1.04 0.19 1.57
5 F 1.38 1.67 -0.35
6 F -0.93 1.03 0.46
7 F 1.92 -0.67 -0.60
8 C -3.27 1.78 -4.53
9 C -2.19 0.71 -4.31
10 C -1.06 0.72 -5.35
11 C -0.60 2.05 -5.74
12 N -0.24 3.09 -6.07
13 H -4.05 1.72 -3.78
14 H -3.75 1.65 -5.51
15 H -2.80 2.77 -4.55
16 H -2.68 -0.26 -4.34
17 H -1.76 0.86 -3.32
18 H -1.36 0.23 -6.28
19 H -0.22 0.16 -4.94
20 C 0.93 5.87 1.03
21 C 1.52 4.59 1.62
22 C 0.48 3.50 1.96
23 C -0.45 3.93 3.01
24 N -1.17 4.25 3.85
25 H 0.31 5.67 0.17
26 H 1.75 6.53 0.76
27 H 0.30 6.36 1.78
28 H 2.06 4.75 2.55
29 H 2.19 4.13 0.89
30 H 1.01 2.61 2.29
31 H -0.17 3.28 1.11
32 C 2.97 -4.01 3.16
33 C 2.84 -2.86 2.15
34 C 3.60 -3.05 0.85
35 C 3.17 -4.23 0.09
36 N 2.86 -5.13 -0.55
37 H 2.67 -4.94 2.67
38 H 2.28 -3.87 3.99
39 H 4.00 -4.09 3.49
40 H 3.17 -1.95 2.65
41 H 1.77 -2.76 1.91
42 H 4.66 -3.22 1.07
43 H 3.50 -2.21 0.17
44 C 6.57 2.31 1.64
45 C 5.20 1.80 1.21
46 C 4.23 1.58 2.38
47 C 4.55 0.47 3.26
48 N 4.82 -0.40 3.96
49 H 6.54 3.29 2.11
50 H 7.23 2.39 0.77
51 H 7.01 1.61 2.36
52 H 5.30 0.86 0.67
53 H 4.74 2.48 0.50
54 H 3.22 1.45 1.98
55 H 4.19 2.48 2.99
56 C 2.13 -4.35 -4.34
57 C 2.47 -2.87 -4.19
58 C 1.52 -2.13 -3.24
59 C 0.10 -2.30 -3.54
60 N -1.01 -2.45 -3.81
61 H 1.14 -4.46 -4.80
62 H 2.19 -4.86 -3.38
63 H 2.84 -4.83 -5.01
64 H 2.47 -2.38 -5.16
65 H 3.47 -2.76 -3.76
66 H 1.79 -1.08 -3.15
67 H 1.61 -2.54 -2.22
68 C -3.99 -2.92 0.05
69 C -3.69 -1.43 0.11
70 C -3.27 -0.85 -1.25
71 C -4.24 -1.10 -2.32
72 N -4.99 -1.27 -3.16
73 H -4.38 -3.28 1.01
74 H -3.12 -3.52 -0.20
75 H -4.76 -3.13 -0.69
76 H -2.90 -1.18 0.81
77 H -4.58 -0.86 0.41
78 H -2.33 -1.32 -1.53
79 H -3.09 0.23 -1.20
80 C -2.48 4.97 -0.55
81 C -2.02 3.72 -1.31
82 C -0.69 3.93 -2.05
83 C -0.71 5.11 -2.92
84 N -0.73 6.04 -3.60
85 H -1.88 5.14 0.35
86 H -3.51 4.88 -0.20
87 H -2.40 5.87 -1.15
88 H -2.77 3.50 -2.07
89 H -1.89 2.92 -0.59
90 H -0.60 3.09 -2.75
91 H 0.15 4.00 -1.36
92 C -1.86 -1.90 3.35
93 C -1.17 -3.25 3.19
94 C -1.85 -4.39 3.96
95 C -3.20 -4.70 3.50
96 N -4.27 -4.94 3.16
97 H -1.51 -1.22 2.58
98 H -1.66 -1.51 4.35
99 H -2.95 -1.97 3.25
100 H -0.10 -3.22 3.36
101 H -1.27 -3.51 2.13
102 H -1.90 -4.16 5.03
103 H -1.22 -5.28 3.86
104 C -3.34 1.50 2.62
105 C -3.93 2.90 2.46
106 C -5.28 2.89 1.75
107 C -5.12 2.57 0.32
108 N -4.95 2.31 -0.79
109 H -2.89 1.15 1.69
110 H -4.12 0.76 2.82
111 H -2.59 1.44 3.41
112 H -3.23 3.59 1.99
113 H -4.11 3.28 3.47
114 H -5.78 3.86 1.76
115 H -5.97 2.17 2.18
116 C -0.56 1.02 5.74
117 C 0.40 0.56 4.65
118 C 1.42 -0.51 5.01
119 C 2.25 -0.21 6.17
120 N 2.91 0.03 7.08
121 H -1.19 1.82 5.37
122 H 0.02 1.43 6.57
123 H -1.20 0.20 6.08
124 H 0.92 1.45 4.27
125 H -0.12 0.23 3.75
126 H 2.06 -0.68 4.14
127 H 0.88 -1.44 5.23
128 C -2.55 -5.66 -2.50
129 C -1.04 -5.53 -2.45
130 C -0.51 -4.81 -1.21
131 C -0.97 -5.44 0.03
132 N -1.33 -5.94 1.01
133 H -3.01 -4.68 -2.30
134 H -2.88 -6.33 -1.70
135 H -2.91 -6.05 -3.45
136 H -0.58 -5.10 -3.34
137 H -0.62 -6.54 -2.42
138 H -0.77 -3.75 -1.17
139 H 0.58 -4.85 -1.19
140 C 2.38 3.42 -3.72
141 C 2.42 1.91 -3.85
142 C 3.61 1.32 -3.10
143 C 4.93 1.63 -3.68
144 N 5.97 1.84 -4.11
145 H 3.23 3.88 -4.23
146 H 2.43 3.77 -2.69
147 H 1.53 3.87 -4.25
148 H 2.59 1.68 -4.91
149 H 1.49 1.42 -3.55
150 H 3.57 0.23 -3.03
151 H 3.66 1.68 -2.07

Atom charges from the Löwdin analysis, given in e for atoms 1 to 6: 0.759 -0.236 -0.230 -0.246 -0.251 -0.243